Molecular formula: C37H42ClHgN4O3Sb2
Method: DFT, ωB97M-V/def2-TZVPD

Output
ΔE to the lowest compared entry with this formula, charge and spin in eV: 0.657
2S+1: 2
Orbital gap (spin up / spin down) in Eh: 0.1872 / 0.2200
Charge: -2
E in eV: -80924.890
HOMO energy (spin up / spin down) in eV: -0.9 / -1.8

Geometry as XYZ:
```
90
Properties=species:S:1:pos:R:3:forces:R:3
Hg 1.318 -1.239 0.603 0.1486 0.0274 -0.4680
O 2.828 2.351 -2.691 -0.0146 -0.1551 0.3546
C 2.595 1.752 -3.867 -0.1206 -0.1136 -0.1364
C 2.739 2.496 -5.041 -0.0199 0.0083 -0.0147
C 2.487 1.918 -6.273 -0.0024 -0.0087 0.0169
C 2.089 0.588 -6.352 -0.0013 0.0123 -0.0139
C 1.960 -0.154 -5.188 -0.0086 -0.0026 -0.0130
C 2.213 0.397 -3.936 -0.0283 0.0690 0.0394
C 2.131 -0.430 -2.684 -0.1081 0.3127 0.5306
O 2.198 0.195 -1.541 0.1469 -0.0897 -0.3523
N 2.006 -1.701 -2.866 -0.3052 -0.0855 -0.3899
N 2.293 -2.527 -1.832 0.4573 0.1229 0.0491
C 1.532 -3.500 -1.508 -0.1621 -0.3600 0.1533
C 0.135 -3.870 -1.786 0.0418 -0.1819 -0.1376
C -0.147 -5.238 -1.763 0.0657 -0.0237 -0.1121
C -1.426 -5.757 -1.865 -0.0477 0.0233 -0.0138
C -2.488 -4.849 -1.946 0.0835 0.0312 0.0095
C -2.256 -3.493 -1.927 -0.0210 0.0109 -0.1243
C -0.944 -2.928 -1.845 0.0781 0.1260 0.3935
O -0.753 -1.674 -1.705 -0.0850 -0.0505 -0.3033
H 2.625 1.614 -2.008 0.0105 0.0831 -0.0264
H 3.047 3.531 -4.955 -0.0101 0.0007 0.0120
H 2.597 2.511 -7.175 -0.0017 0.0027 -0.0019
H 1.880 0.135 -7.314 -0.0071 -0.0072 0.0027
H 1.655 -1.192 -5.218 0.0126 -0.0032 0.0161
H 2.056 -4.238 -0.894 -0.1145 0.1135 0.2140
H 0.695 -5.920 -1.665 -0.0071 -0.0130 0.0273
H -1.599 -6.826 -1.861 0.0088 -0.0008 0.0066
H -3.510 -5.215 -1.992 -0.0044 0.0085 -0.0151
H -3.086 -2.799 -1.933 -0.0051 -0.0230 -0.0011
C 0.559 2.395 3.613 -0.0700 0.0180 0.0171
Sb 0.604 1.914 1.505 0.0879 0.0517 0.2007
C 2.538 2.800 1.226 0.0061 -0.0489 -0.0334
C -0.477 3.720 0.888 0.0068 -0.1405 0.0044
C -1.951 3.560 1.087 0.1191 0.1482 0.1370
C -2.469 3.816 2.360 0.0016 0.0090 0.0291
C -3.807 3.643 2.669 -0.0035 -0.0052 -0.0639
C -4.670 3.199 1.675 0.0569 0.0257 -0.0094
C -4.174 2.963 0.404 -0.0578 0.0004 -0.0222
C -2.825 3.143 0.067 -0.1823 -0.0901 -0.0822
C -2.386 2.823 -1.313 -0.0394 0.0577 -0.0578
Sb -1.654 0.692 -1.440 0.0270 0.1086 0.0448
C -3.698 0.003 -1.652 0.0063 -0.0191 0.0924
C -1.460 0.875 -3.567 0.1287 -0.0865 -0.0026
H 0.662 3.472 3.759 0.0161 0.0049 -0.0056
H 1.391 1.877 4.093 0.0144 -0.0254 -0.0325
H -0.376 2.052 4.057 -0.0011 0.0247 0.0060
H 2.596 3.735 1.784 0.0116 -0.0007 0.0008
H 2.699 2.989 0.167 0.0394 0.0124 -0.0671
H 3.298 2.104 1.583 -0.0248 -0.0091 0.0322
H -0.181 3.904 -0.144 -0.0985 0.0398 -0.0239
H -0.092 4.524 1.517 0.0626 0.0136 -0.0243
H -1.783 4.154 3.130 0.0013 -0.0093 0.0087
H -4.167 3.843 3.672 -0.0013 0.0008 0.0028
H -5.720 3.036 1.886 -0.0064 0.0047 -0.0019
H -4.849 2.627 -0.376 -0.0050 -0.0068 0.0059
H -1.565 3.448 -1.668 0.0127 0.0158 0.0614
H -3.222 2.918 -2.010 0.0198 0.0230 -0.0356
H -4.283 0.778 -2.151 -0.0089 0.0080 0.0029
H -4.156 -0.236 -0.692 -0.0050 -0.0073 -0.0086
H -3.680 -0.890 -2.273 -0.0091 0.0112 -0.0041
H -2.412 1.208 -3.983 0.0040 0.0119 -0.0110
H -1.195 -0.107 -3.956 0.0173 0.0109 -0.0173
H -0.673 1.584 -3.826 0.0255 -0.0031 -0.0131
C 0.902 -1.047 3.990 0.1309 -0.0343 0.0345
C 2.344 -0.811 3.654 -0.0846 0.0268 0.0570
C 3.393 -0.528 4.510 -0.0081 0.0046 -0.0945
C 4.560 -0.480 3.702 0.0360 0.0234 0.0600
C 4.157 -0.727 2.401 0.1033 0.0429 0.1068
C 5.002 -0.744 1.166 -0.0850 -0.0108 -0.0627
N 2.809 -0.926 2.373 -0.0306 0.0294 0.1348
H 0.632 -0.541 4.920 0.0072 -0.0023 0.0142
H 0.677 -2.112 4.113 0.0158 0.0292 -0.0123
H 0.244 -0.673 3.202 0.0177 0.0324 0.0507
H 3.326 -0.387 5.581 -0.0196 -0.0064 0.0047
H 5.573 -0.280 4.027 -0.0029 -0.0024 -0.0274
H 6.043 -0.946 1.431 0.0026 0.0212 -0.0113
H 4.969 0.209 0.631 -0.0222 -0.0068 -0.0371
H 4.672 -1.512 0.464 -0.0357 -0.0021 -0.0166
Cl -3.391 0.282 3.567 0.0298 0.0055 -0.0139
C -2.589 -1.201 3.150 -0.0653 0.0051 0.0253
C -2.525 -2.250 4.047 -0.0173 0.0002 -0.0044
C -1.867 -3.401 3.646 -0.0108 -0.0427 -0.0081
C -1.298 -3.440 2.380 -0.0197 0.0406 -0.0080
N -1.356 -2.421 1.530 -0.1442 -0.1420 -0.0095
C -2.001 -1.323 1.901 0.0170 -0.0257 -0.0550
H -2.975 -2.163 5.027 0.0061 0.0093 0.0021
H -1.787 -4.253 4.309 0.0074 -0.0001 -0.0042
H -0.768 -4.318 2.029 0.0120 -0.0055 0.0099
H -2.036 -0.508 1.184 0.0291 0.0274 0.0336
```
Forces are in eV/Å.